Record 1
C16H37Cl2FN5O5 | ωB97M-V/def2-TZVPD

The geometry in XYZ format:
```
66
Properties=species:S:1:pos:R:3
F -0.144 -0.585 0.128
C -0.848 -1.080 -7.327
C -0.631 -1.569 -5.891
O -0.362 -0.844 -4.920
N -0.760 -2.863 -5.753
C -0.582 -3.493 -4.466
H -1.809 -1.409 -7.723
H -0.054 -1.371 -8.015
H -0.904 0.006 -7.393
H -1.161 -3.488 -6.437
H -1.494 -3.812 -3.961
H -0.056 -2.932 -3.694
H -0.053 -4.435 -4.609
C 7.241 1.494 -0.410
C 5.942 0.710 -0.560
O 4.933 1.304 -0.968
N 5.995 -0.532 -0.159
C 4.989 -1.483 -0.269
H 7.554 1.798 0.589
H 7.145 2.467 -0.890
H 8.052 0.921 -0.859
H 6.788 -0.843 0.383
H 5.433 -2.391 -0.677
H 4.168 -1.306 -0.963
H 4.629 -1.780 0.717
C -6.165 0.829 -1.997
C -4.741 0.392 -1.920
O -3.859 1.170 -1.745
N -4.534 -0.921 -1.878
C -5.432 -1.992 -1.600
H -6.308 1.908 -1.949
H -6.587 0.507 -1.045
H -6.788 0.506 -2.830
H -3.617 -1.322 -1.745
H -6.029 -2.323 -2.450
H -6.088 -1.610 -0.818
H -4.975 -2.905 -1.217
C -3.871 3.387 3.945
C -2.934 2.715 2.934
O -2.361 3.385 2.094
N -2.894 1.412 2.881
C -3.175 0.530 4.032
H -3.624 3.058 4.954
H -4.916 3.119 3.785
H -3.877 4.476 3.914
H -2.570 0.920 2.061
H -3.958 0.928 4.677
H -2.289 0.440 4.660
H -3.503 -0.424 3.619
C 4.140 4.484 4.112
C 3.314 3.382 3.508
O 2.727 3.591 2.427
N 3.110 2.256 4.201
C 2.227 1.197 3.810
H 3.532 5.261 4.574
H 4.588 5.193 3.415
H 5.012 4.100 4.641
H 3.680 2.149 5.028
H 1.395 1.710 3.328
H 1.920 0.785 4.772
H 2.808 0.486 3.223
C 0.460 -4.861 0.856
Cl 0.389 -6.561 0.299
Cl 1.075 -5.033 2.534
H 1.234 -4.407 0.237
H -0.525 -4.399 0.801
```

- Kohn-Sham gap (eV) = 5.78
- net charge = -1
- 2S+1 = 1
- E_HOMO (eV) = -3.3



Record 2
C16H37FNOSi | ωB97M-V/def2-TZVPD

The geometry in XYZ format:
```
57
Properties=species:S:1:pos:R:3
C -1.153 -0.585 -1.252
C -2.003 0.667 -1.932
O -1.537 1.998 -1.507
C -2.200 3.070 -2.316
C -2.937 4.170 -1.350
Si -4.772 3.785 -0.917
C -5.438 2.106 -1.583
F -5.440 1.095 -0.460
C -7.057 2.319 -1.947
C -7.423 1.194 -3.083
H -0.953 -0.286 -0.127
H -0.132 -0.721 -1.819
H -1.846 -1.537 -1.346
H -3.111 0.556 -1.505
H -1.948 0.621 -3.100
H -1.295 3.645 -2.843
H -2.860 2.651 -3.187
H -2.322 4.206 -0.330
H -2.791 5.236 -1.847
H -4.851 3.761 0.566
H -5.627 4.899 -1.334
H -4.841 1.651 -2.483
H -7.730 2.155 -0.976
H -7.291 3.377 -2.387
H -8.480 0.713 -2.871
H -6.652 0.288 -3.052
H -7.403 1.737 -4.128
C 3.080 -0.073 -0.907
C 2.335 0.233 0.381
C 3.024 -0.139 1.702
N 3.367 -1.642 1.924
C 3.693 -1.795 3.436
C 4.276 -3.164 3.774
C 5.511 -3.464 2.942
C 5.173 -3.382 1.466
C 4.608 -2.020 1.098
C 2.153 -2.499 1.579
H 3.001 -1.128 -1.178
H 2.632 0.486 -1.737
H 4.133 0.217 -0.842
H 1.333 -0.209 0.335
H 2.171 1.318 0.409
H 2.352 0.143 2.522
H 3.956 0.428 1.829
H 4.412 -1.005 3.689
H 2.766 -1.619 3.991
H 4.539 -3.193 4.836
H 3.529 -3.952 3.623
H 5.900 -4.460 3.184
H 6.303 -2.742 3.181
H 4.466 -4.176 1.197
H 6.079 -3.564 0.875
H 4.334 -2.036 0.047
H 5.359 -1.238 1.263
H 1.950 -2.417 0.510
H 1.299 -2.135 2.161
H 2.358 -3.541 1.827
```

- Kohn-Sham gap (eV) = 9.14
- net charge = +1
- 2S+1 = 1
- E_HOMO (eV) = -11.4
- energy relative to the best compared isomer or geometry (same formula, charge and spin) (kJ/mol) = 278.0



Record 3
C16H37HgNSi4 | ωB97M-V/def2-TZVPD

The geometry in XYZ format:
```
59
Properties=species:S:1:pos:R:3
C -1.644 0.820 -4.335
C -0.295 0.525 -4.607
C 0.494 1.488 -3.887
C -0.379 2.431 -3.299
C -1.710 1.996 -3.534
Hg 2.846 0.541 -2.453
N -0.050 -1.510 -1.199
C 0.052 -3.589 -2.820
C 1.114 -3.570 -3.700
H 1.594 1.620 -3.968
H 0.091 -0.313 -5.209
H -0.063 3.281 -2.729
H -2.588 2.459 -3.169
H -2.495 0.242 -4.719
H 1.059 -3.159 -4.732
H -0.927 -2.890 -2.853
H -1.057 -1.386 -1.464
H 2.185 -3.938 -3.635
H 0.083 -3.960 -1.757
C 3.280 -0.083 0.853
Si 1.807 1.076 0.881
C 1.656 1.920 2.577
C 1.951 2.369 -0.454
Si -0.163 -0.389 0.199
Si -0.033 -1.995 2.036
C 0.478 -1.366 3.766
C -1.698 -2.772 2.063
C 1.333 -3.211 1.446
Si -1.780 1.333 1.271
C -1.809 1.366 3.144
C -1.361 3.112 0.717
C -3.416 0.775 0.533
H 4.210 0.518 0.817
H 3.252 -0.716 -0.062
H 3.282 -0.735 1.745
H 2.584 2.509 2.727
H 0.770 2.576 2.628
H 1.570 1.176 3.385
H 1.784 1.931 -1.462
H 1.201 3.155 -0.356
H 2.965 2.792 -0.457
H -0.238 -0.619 4.153
H 0.490 -2.233 4.459
H 1.491 -0.924 3.764
H -2.063 -2.860 1.039
H -1.686 -3.764 2.524
H -2.400 -2.158 2.627
H 1.041 -3.623 0.458
H 2.324 -2.722 1.351
H 1.411 -4.017 2.206
H -0.892 1.793 3.561
H -2.649 2.000 3.467
H -1.947 0.368 3.576
H -1.300 3.171 -0.383
H -2.144 3.816 1.061
H -0.398 3.470 1.116
H -3.346 0.855 -0.565
H -3.545 -0.294 0.773
H -4.319 1.313 0.882
```

- Kohn-Sham gap (eV) = 5.29
- net charge = -2
- 2S+1 = 1
- E_HOMO (eV) = -0.3
- energy relative to the best compared isomer or geometry (same formula, charge and spin) (kJ/mol) = 178.7



Record 4
C16H38BClN3O14P3S2 | ωB97M-V/def2-TZVPD

The geometry in XYZ format:
```
78
Properties=species:S:1:pos:R:3
C 3.548 2.399 1.678
C 3.628 2.128 0.063
N 2.915 0.867 -0.405
C 1.412 0.990 -0.329
C 0.584 -0.414 -0.248
P 1.475 -1.604 -1.516
S 0.750 -3.421 -1.484
B 0.823 -1.274 1.173
O -0.011 -2.427 1.591
O 1.901 -0.875 2.144
C 1.609 -1.389 3.490
C -0.965 -0.094 -0.602
C -1.723 1.099 0.187
C -1.449 1.295 1.779
N -2.066 2.653 2.173
C -1.224 0.193 -2.225
Cl -1.631 -1.402 -3.163
N -2.484 1.051 -2.474
C -3.602 0.217 -2.514
O -4.751 -0.388 -2.113
O -0.148 0.872 -2.924
S 0.882 1.803 -1.975
O 0.335 3.266 -1.744
O 2.196 2.023 -2.825
H 3.198 1.473 2.316
H 2.806 3.308 1.838
H 4.623 2.788 2.011
H 4.753 2.019 -0.299
H 3.179 3.020 -0.589
H 3.301 0.082 0.160
H 1.093 1.786 0.502
H 2.839 -1.722 -0.982
H 1.618 -1.033 -2.826
H -0.989 -2.207 1.576
H 1.985 -2.507 3.562
H 0.507 -1.233 3.853
H 2.294 -0.782 4.257
H -1.579 -1.095 -0.386
H -1.540 2.175 -0.300
H -2.896 0.882 0.104
H -2.066 0.490 2.406
H -0.325 1.352 2.103
H -1.468 2.950 2.997
H -3.020 2.511 2.588
C -3.454 3.919 -1.896
O -4.438 4.847 -1.479
P -4.528 6.252 -2.485
O -5.411 6.944 -1.443
O -5.489 5.437 -3.554
C -6.614 4.721 -3.067
O -4.619 7.657 -3.490
C -3.722 7.636 -4.580
H -3.512 3.034 -1.256
H -3.623 3.619 -2.933
H -2.462 4.365 -1.797
H -6.933 5.058 -2.078
H -6.363 3.659 -3.021
H -7.444 4.847 -3.766
H -3.922 6.779 -5.227
H -2.693 7.584 -4.210
H -3.844 8.556 -5.157
C 2.004 -8.575 2.956
O 1.976 -7.170 3.118
P 3.541 -6.436 3.033
O 2.959 -5.126 3.570
O 3.459 -6.429 1.383
C 2.295 -5.921 0.749
O 5.105 -5.702 2.948
C 6.150 -6.618 2.698
H 0.975 -8.948 2.948
H 2.485 -8.844 2.012
H 2.543 -9.031 3.789
H 1.710 -5.268 1.403
H 1.673 -6.758 0.428
H 2.593 -5.355 -0.137
H 5.995 -7.128 1.745
H 6.196 -7.356 3.506
H 7.097 -6.073 2.662
```

- Kohn-Sham gap (eV) = 6.01
- net charge = 0
- 2S+1 = 1
- E_HOMO (eV) = -9.0
- energy relative to the best compared isomer or geometry (same formula, charge and spin) (kJ/mol) = 1137.0



Record 5
C16H38Cl10O6 | ωB97M-V/def2-TZVPD

The geometry in XYZ format:
```
70
Properties=species:S:1:pos:R:3
Cl 4.506 -1.003 0.795
C 3.666 -0.579 2.251
C 4.216 0.661 2.905
Cl 3.502 1.098 4.449
H 3.573 -1.454 2.894
H 2.639 -0.400 1.932
H 4.302 1.386 2.095
H 5.266 0.483 3.136
Cl -0.540 -6.215 -1.100
C 0.391 -4.703 -0.683
C 1.790 -4.747 -1.401
Cl 2.687 -6.255 -1.278
H 0.464 -4.540 0.392
H -0.160 -3.828 -1.029
H 2.614 -4.126 -1.049
H 1.709 -4.619 -2.480
Cl -5.250 -4.447 1.325
C -3.927 -4.105 0.342
C -2.922 -3.292 1.114
Cl -2.026 -4.374 2.189
H -4.385 -3.442 -0.392
H -3.471 -5.000 -0.081
H -3.296 -2.443 1.687
H -2.143 -2.988 0.414
Cl -0.403 0.998 -4.620
C -1.988 1.853 -4.921
C -2.514 2.048 -6.260
Cl -3.288 0.626 -6.977
H -1.816 2.887 -4.622
H -2.722 1.468 -4.213
H -1.837 2.398 -7.040
H -3.261 2.838 -6.189
Cl 1.500 -2.816 3.990
C -0.215 -2.181 4.135
C -0.255 -1.331 5.369
Cl -0.279 -2.432 6.813
H -0.919 -3.011 4.075
H -0.569 -1.667 3.242
H -1.137 -0.693 5.427
H 0.623 -0.685 5.410
O 0.218 -1.231 0.525
C 0.477 -0.304 -0.481
C -0.793 -0.331 -1.332
O -2.023 -0.136 -0.649
H -0.648 -0.969 0.846
H 0.718 0.647 -0.006
H 1.304 -0.661 -1.095
H -0.992 -1.280 -1.831
H -0.791 0.481 -2.059
H -2.133 0.799 -0.457
O -1.663 2.534 -0.125
C -2.599 3.325 0.485
C -2.151 4.763 0.552
O -0.888 4.887 1.228
H -0.807 2.576 0.307
H -3.511 3.155 -0.087
H -2.683 3.005 1.524
H -2.899 5.453 0.942
H -1.939 5.131 -0.452
H -0.822 5.767 1.605
O 4.406 3.815 -0.746
C 3.756 2.727 -1.456
C 2.219 3.053 -1.375
O 1.955 2.724 -0.069
H 5.062 4.269 -1.281
H 4.127 2.595 -2.472
H 3.950 1.811 -0.898
H 1.550 2.443 -1.982
H 2.005 4.114 -1.504
H 1.470 3.469 0.294
```

- Kohn-Sham gap (eV) = 10.09
- net charge = 0
- 2S+1 = 1
- E_HOMO (eV) = -10.1
- energy relative to the best compared isomer or geometry (same formula, charge and spin) (kJ/mol) = 192.6



Record 6
C16H38ClN2O | ωB97M-V/def2-TZVPD

The geometry in XYZ format:
```
58
Properties=species:S:1:pos:R:3
C -0.300 -14.095 6.003
C -1.622 -13.323 5.642
N -2.726 -13.309 6.755
C -3.963 -12.615 6.222
C -3.160 -14.785 7.000
C -4.251 -14.908 8.011
C -2.181 -12.617 8.118
C -1.212 -11.376 8.029
O -2.053 -10.399 7.453
C -1.307 -9.176 7.325
H -0.467 -15.152 6.210
H 0.409 -13.669 6.713
H 0.315 -14.118 5.103
H -2.037 -13.770 4.739
H -1.622 -12.237 5.550
H -4.747 -12.527 6.974
H -4.309 -13.130 5.325
H -3.710 -11.600 5.916
H -2.275 -15.298 7.375
H -3.522 -15.060 6.009
H -5.235 -14.686 7.599
H -4.104 -14.428 8.979
H -4.301 -15.976 8.224
H -1.606 -13.422 8.577
H -2.936 -12.461 8.889
H -0.359 -11.715 7.441
H -0.760 -11.117 8.986
H -0.464 -9.332 6.653
H -0.923 -8.885 8.303
H -1.848 -8.337 6.886
C -1.705 -12.511 11.922
C -2.679 -13.611 11.344
C -2.064 -15.011 11.219
N -3.010 -16.263 11.187
C -3.625 -16.573 12.532
C -2.291 -17.530 10.626
C -3.387 -18.482 10.210
C -4.394 -17.564 9.629
C -4.072 -16.091 10.088
H -0.750 -12.570 11.400
H -1.440 -12.566 12.978
H -2.012 -11.476 11.775
H -3.135 -13.408 10.375
H -3.535 -13.705 12.011
H -1.264 -15.236 11.925
H -1.646 -14.990 10.212
H -4.035 -15.686 13.015
H -2.836 -16.920 13.199
H -4.337 -17.395 12.452
H -1.496 -17.911 11.267
H -1.752 -17.205 9.736
H -3.802 -19.018 11.063
H -3.056 -19.062 9.348
H -5.378 -17.970 9.863
H -4.315 -17.635 8.544
H -4.929 -15.485 10.381
H -3.615 -15.601 9.228
Cl -0.871 -15.531 8.606
```

- Kohn-Sham gap (eV) = 9.27
- net charge = +1
- 2S+1 = 1
- E_HOMO (eV) = -11.2
- energy relative to the best compared isomer or geometry (same formula, charge and spin) (kJ/mol) = 453.2